8
Properties=species:S:1:pos:R:3:forces:R:3 method="wB97M-V/def2-TZVPD" gap_ev="6.0 / 6.2" fmax_ha_per_bohr=0.1092 homo_energy_ev="-5.273 / -9.268" e_above_lowest_kcal_mol=24.7 multiplicity=3
C -1.32972 -0.24101 0.16469 -0.2 -0.8 1.4
C -0.31912 0.02355 -0.64364 0.5 -2.8 3.3
F -2.53871 0.21741 -0.13118 -0.6 0.2 0.5
S 2.61447 0.37556 -0.03065 3.6 3.5 2.5
S 1.04804 -0.99558 -0.25666 -2.9 -2.6 -1.7
H -1.19642 -0.87639 1.09749 -0.8 0.9 -1.3
H -0.53415 0.58958 -1.45155 0.3 1.8 -2.8
H 2.25560 0.90688 1.25150 0.0 -0.3 -2.0

9
Properties=species:S:1:pos:R:3:forces:R:3 method="wB97M-V/def2-TZVPD" gap_ev=8.1 fmax_ha_per_bohr=0.1004 homo_energy_ev=-8.512 e_above_lowest_kcal_mol=70.0
C 0.05218 -1.16174 -0.91000 -1.8 4.7 1.3
C -0.62155 0.48266 0.17296 -0.9 -2.3 -1.5
N 0.28997 0.67400 1.26001 -0.9 0.5 -0.9
O 0.47502 -2.05184 -0.32155 0.9 -2.2 1.4
I -1.00518 2.11441 -1.07912 0.3 0.3 -0.4
I 2.26641 0.93047 0.69934 -0.3 -0.1 0.1
H 0.06332 -0.98011 -1.96378 -0.2 0.1 -1.2
H -1.69785 0.23844 0.52485 2.1 0.0 -0.1
H 0.17767 -0.24630 1.61728 0.8 -1.1 1.4

9
Properties=species:S:1:pos:R:3:forces:R:3 method="wB97M-V/def2-TZVPD" gap_ev=8.6 fmax_ha_per_bohr=0.1101 homo_energy_ev=-9.173 e_above_lowest_kcal_mol=40.2
C 0.79401 0.69520 0.80371 1.5 -0.5 -0.1
C 1.80119 0.16456 -0.14271 0.7 -0.6 -5.6
N -0.22027 -0.17072 0.84089 -2.8 0.0 1.6
O 1.02007 1.65735 1.50941 -0.8 -0.4 -0.2
I 3.71274 1.09273 -0.13199 -0.4 0.3 -0.1
I 2.24084 -2.00004 0.06774 -0.4 0.7 -0.1
H 1.23872 0.26114 -1.53916 1.7 -0.2 4.4
H -0.46321 -0.91611 0.13512 0.7 1.5 1.5
H -0.75535 -0.00933 1.72133 -0.1 -0.7 -1.5

9
Properties=species:S:1:pos:R:3:forces:R:3 method="wB97M-V/def2-TZVPD" gap_ev=8.1 fmax_ha_per_bohr=0.0717 homo_energy_ev=-9.050 e_above_lowest_kcal_mol=37.9
C -2.71020 -0.39214 0.73253 0.4 0.9 -3.6
C -0.56617 0.90392 0.02538 -1.7 2.0 1.1
N -1.41142 -0.24791 -0.42379 -1.9 0.3 2.2
S -4.23327 0.07633 0.43107 1.6 -0.2 0.2
I -2.16988 -1.56236 2.29820 0.6 -0.2 0.5
I -2.14501 0.08528 -2.37240 0.3 0.0 1.0
H -0.22378 0.77226 1.08989 -0.2 -0.3 -1.1
H 0.25342 1.14882 -0.64181 0.2 -0.7 -0.1
H -1.15435 1.91759 0.06270 0.7 -1.7 -0.1

9
Properties=species:S:1:pos:R:3:forces:R:3 method="wB97M-V/def2-TZVPD" gap_ev="7.1 / 7.5" fmax_ha_per_bohr=0.0994 homo_energy_ev="-8.221 / -8.582" e_above_lowest_kcal_mol=83.7
C -3.12402 0.51535 0.15629 1.3 0.8 0.5
C -0.31250 0.33035 0.43884 1.4 -1.7 -4.6
N -1.02474 1.05270 -0.57508 -2.4 -0.5 -1.0
S -3.70802 1.53186 1.20219 0.1 -0.3 -0.7
I -3.62846 -1.42555 -0.26596 0.1 0.0 -0.3
I -1.03813 3.01012 -0.35439 0.2 0.9 0.2
H -0.70089 -0.69983 0.17379 1.1 0.6 0.9
H 0.80451 0.46358 0.09213 -1.8 -0.5 1.5
H -0.66266 0.64060 1.33707 0.1 0.7 3.4

11
Properties=species:S:1:pos:R:3:forces:R:3 method="wB97M-V/def2-TZVPD" gap_ev=6.3 fmax_ha_per_bohr=0.0972 homo_energy_ev=-2.032 e_above_lowest_kcal_mol=0.0 charge=-2
C -0.66547 -0.08060 0.44408 3.5 -3.2 -1.5
C 0.67590 -1.05640 -0.43764 -1.5 1.0 2.5
O -0.10702 -3.59306 0.75410 0.8 2.4 0.9
O -1.14751 -1.21012 1.14851 -0.2 0.2 -0.4
O 1.17588 -1.70757 2.15936 0.7 0.1 0.9
P 0.27597 -2.15020 1.08767 -1.6 -1.8 -2.6
I -2.43208 7.25456 -6.89245 0.0 0.1 0.0
I 0.04800 -1.95939 -2.28141 0.4 0.6 0.4
H -1.27229 0.38959 -0.32119 -0.4 0.1 0.5
H 0.02019 0.43529 1.09984 -0.4 1.2 0.0
H 1.69333 -0.55201 -0.39730 -1.3 -0.7 -0.6

8
Properties=species:S:1:pos:R:3:forces:R:3 method="wB97M-V/def2-TZVPD" gap_ev=8.4 fmax_ha_per_bohr=0.0642 homo_energy_ev=-8.812 e_above_lowest_kcal_mol=32.5
C -0.60791 1.31610 0.76087 -1.6 0.1 1.4
C 0.08283 0.60451 -0.11797 1.2 -2.5 0.3
P -0.08564 -1.74983 0.01478 -0.4 3.3 -0.3
I 2.14641 -2.63265 0.25525 0.2 0.2 0.0
I -0.45455 -1.73099 -2.39926 0.0 -0.2 0.0
H -0.66370 2.44279 0.74366 0.3 -1.3 -0.2
H -1.31313 0.86923 1.62405 1.8 0.7 -2.3
H 0.89567 0.88084 -0.88140 -1.7 -0.3 1.2

9
Properties=species:S:1:pos:R:3:forces:R:3 method="wB97M-V/def2-TZVPD" gap_ev=8.6 fmax_ha_per_bohr=0.0826 homo_energy_ev=-8.975 e_above_lowest_kcal_mol=41.4
C -0.84280 0.68155 0.09817 3.5 -2.2 -1.2
C 0.99135 -0.22843 -0.36715 -1.2 1.5 -1.4
O -1.28649 -0.06158 1.10201 -0.4 -1.4 0.6
I -1.83852 0.73139 -1.86328 0.2 0.0 1.0
I 0.63877 -2.34565 -0.30671 0.1 0.6 0.2
I 2.27009 0.61948 1.04100 0.4 -0.1 0.6
H -0.53993 1.64602 0.49837 -0.1 0.3 -0.7
H 1.56510 -0.01864 -1.36655 -1.8 -0.3 1.7
H -0.95758 -1.02413 1.16415 -0.6 1.6 -0.8

10
Properties=species:S:1:pos:R:3:forces:R:3 method="wB97M-V/def2-TZVPD" gap_ev=7.9 fmax_ha_per_bohr=0.0778 homo_energy_ev=-8.415 e_above_lowest_kcal_mol=50.2
C 1.34915 0.01071 -0.20569 -1.7 -1.9 0.0
C 0.31448 -0.56561 0.43649 1.3 -0.7 0.6
O 1.78927 -0.53372 -1.38451 3.0 2.5 -0.9
O -1.90120 0.57315 0.08542 -0.6 0.2 -0.3
I -3.06418 1.95114 0.87570 -0.1 0.1 0.0
I 0.08187 -0.01491 2.49873 -0.1 -0.3 -1.0
I -0.50897 -2.42224 -0.23625 0.3 1.0 0.3
H 1.72238 0.88315 0.27378 0.9 0.7 -0.3
H 2.64091 -0.00960 -1.74485 -3.0 -1.7 1.4
H -2.42370 0.12793 -0.59882 0.1 0.0 0.1

10
Properties=species:S:1:pos:R:3:forces:R:3 method="wB97M-V/def2-TZVPD" gap_ev=7.9 fmax_ha_per_bohr=0.0655 homo_energy_ev=-8.626 e_above_lowest_kcal_mol=48.6
C 0.33780 0.88226 -0.62090 1.8 1.7 0.2
C 0.85271 0.84976 0.61844 0.1 -1.4 0.0
O 1.25098 0.86990 -1.69015 -0.7 -2.4 2.3
O -1.13920 -2.01490 0.51839 0.6 -1.3 0.4
I -2.87567 -1.22053 0.16565 -0.6 0.1 -0.1
I -0.32205 1.12231 2.33762 0.1 -0.1 -0.4
I 2.71456 -0.12169 0.93934 -0.4 0.7 -0.1
H -0.72407 1.09467 -0.67970 0.1 0.1 -0.9
H 1.16611 1.50110 -2.36718 -0.9 1.4 -1.0
H -1.26118 -2.96288 0.77847 0.0 1.2 -0.3